[1]
Below is a structure of composition C27H25BF4N3PPbS2, with properties calculated with the ωB97M-V functional and the def2-TZVPD basis.

Output
* energy above the lowest of the compared OMol25 structures with the same formula, charge and spin: 3.1 kJ/mol
* charge: 0

Each line ends with the Mulliken charge.
Element x y z (Å)
Pb 0.489 0.727 -0.753  1.1238
S -0.216 -3.115 -1.800  -0.3782
C 1.449 -2.723 -1.441  0.3124
N 1.873 -1.640 -0.872  0.1774
C 3.251 -1.690 -0.668  -0.2404
C 4.017 -0.699 -0.056  -0.2900
C 5.378 -0.897 0.059  -0.8941
C 5.987 -2.061 -0.422  -0.4269
C 5.239 -3.054 -1.023  -0.6123
C 3.866 -2.857 -1.134  0.7464
S 2.663 -3.913 -1.801  -0.2334
H 3.549 0.189 0.345  0.2424
H 5.983 -0.138 0.539  0.4194
H 7.056 -2.188 -0.317  0.3815
H 5.704 -3.959 -1.390  0.3900
F 1.618 0.769 1.357  0.0063
B 1.327 1.510 2.607  0.1677
F -0.036 1.330 2.858  -0.3008
F 2.123 0.988 3.591  -0.3386
F 1.596 2.854 2.336  -0.3879
N -0.514 2.847 0.300  -0.2506
C -0.657 3.760 -0.775  0.2103
C -1.719 3.628 -1.665  0.5436
C -1.810 4.477 -2.759  -0.7336
C -0.844 5.447 -2.982  -0.4820
C 0.220 5.566 -2.098  -0.6349
C 0.318 4.728 -0.998  -0.5578
H -1.387 2.573 0.754  0.1040
H 0.138 3.162 1.015  0.2809
H -2.474 2.868 -1.496  0.1005
H -2.643 4.372 -3.441  0.4155
H -0.917 6.105 -3.838  0.3837
H 0.980 6.319 -2.262  0.3879
H 1.145 4.820 -0.304  0.4394
C -2.670 -3.025 -0.030  -1.3562
P -1.118 -2.104 -0.013  0.6212
C -2.523 0.120 -0.605  0.3598
C -3.320 0.941 0.222  0.2510
C -4.500 1.494 -0.272  -0.6504
C -4.897 1.266 -1.581  -0.6389
C -4.113 0.488 -2.420  -0.9065
C -2.941 -0.069 -1.926  -0.3139
C -0.061 -2.747 1.295  0.8512
C 0.318 -1.885 2.317  -0.3438
C 1.147 -2.338 3.335  -0.5864
C 1.576 -3.655 3.344  -0.5212
C 1.177 -4.527 2.336  -0.7583
C 0.366 -4.076 1.309  -0.4721
H -3.269 -2.686 0.815  0.3947
H -2.472 -4.092 0.060  0.4442
H -3.211 -2.821 -0.953  0.4472
H -2.145 0.650 1.860  0.0403
H -5.101 2.122 0.376  0.3809
H -5.816 1.708 -1.945  0.3960
H -4.406 0.316 -3.447  0.4262
H -2.321 -0.680 -2.575  0.4341
H -0.023 -0.860 2.312  0.1827
H 1.462 -1.649 4.108  0.4697
H 2.224 -4.008 4.135  0.3976
H 1.510 -5.557 2.345  0.4123
H 0.082 -4.751 0.511  0.3970
N -2.866 1.261 1.498  -0.4046
C -1.271 -0.464 -0.047  -0.2309
H -3.567 1.523 2.171  0.2056

---

[2]
Below is a structure of composition C43H47F3N7STb in a non-equilibrium geometry, with properties calculated with the ωB97M-V functional and the def2-TZVPD basis.

Output
* multiplicity: 7
* <S²>: 12.6103
* energy above the lowest of the compared OMol25 structures with the same formula, charge and spin: 272.6 kJ/mol
* charge: +2

Each line ends with the Mulliken charge.
Element x y z (Å)
Tb -7.787 4.766 18.116  0.1526
C -5.124 4.666 15.583  -0.8411
C -4.223 4.915 16.850  -1.1720
C -4.528 6.301 17.385  0.3222
C -3.837 7.417 16.900  -0.8585
C -4.280 8.648 17.243  -0.5471
C -5.406 8.779 18.023  -1.0131
C -6.065 7.640 18.417  -0.3852
N -5.644 6.449 18.104  0.9081
N -6.460 4.130 15.961  0.8307
C -6.354 2.684 16.012  -1.4274
C -5.781 2.148 17.242  0.7426
C -4.942 1.002 17.224  -1.1145
C -4.427 0.546 18.444  -0.5949
C -4.929 1.066 19.633  -0.9781
C -5.795 2.142 19.570  -0.3851
N -6.159 2.726 18.422  1.0269
C -7.402 4.452 14.848  -1.4655
C -7.702 5.926 14.902  0.5887
C -7.834 6.633 13.745  -0.7485
C -8.151 7.944 13.808  -0.7874
C -8.394 8.497 15.018  -1.2033
C -8.286 7.718 16.146  -0.4619
N -7.923 6.444 16.136  1.1270
H -4.724 3.887 14.920  0.4413
H -5.222 5.593 15.040  0.5902
H -3.178 4.930 16.530  0.6286
H -4.296 4.135 17.583  0.2710
H -2.932 7.305 16.250  0.4481
H -3.664 9.500 16.920  0.4221
H -5.690 9.784 18.317  0.5256
H -6.903 7.738 19.099  0.4812
H -5.813 2.211 15.192  0.4703
H -7.368 2.222 15.890  0.3623
H -4.672 0.576 16.278  0.5278
H -3.739 -0.288 18.353  0.4419
H -4.628 0.600 20.566  0.4605
H -6.267 2.530 20.481  0.4538
H -8.364 3.915 15.012  0.3169
H -6.948 4.057 13.918  0.6899
H -7.641 6.080 12.840  0.6137
H -8.193 8.516 12.899  0.5109
H -8.626 9.545 15.055  0.5384
H -8.423 8.178 17.102  0.5131
F -12.487 0.745 15.507  -0.2744
C -11.467 1.148 16.213  0.4852
F -10.321 0.452 15.796  -0.2323
F -11.636 0.744 17.481  -0.2034
C -11.281 2.664 16.097  -0.5290
C -12.003 3.322 15.188  -0.2807
C -11.817 4.687 15.096  -1.2584
C -10.771 5.297 15.847  -0.3472
N -9.984 4.589 16.663  0.6391
C -10.264 3.316 16.847  1.1513
S -9.252 2.500 17.978  -0.3662
H -12.665 2.816 14.508  0.5718
H -12.272 5.298 14.288  0.3572
H -10.575 6.396 15.773  0.3743
C -4.453 7.868 23.778  -1.5642
C -5.556 6.823 24.148  1.9398
C -6.556 7.505 25.089  -1.8913
C -4.950 5.687 24.980  -1.4907
C -6.149 6.260 22.868  0.2188
C -5.261 5.726 21.918  -1.3688
C -5.752 5.279 20.703  -1.0586
N -7.046 5.246 20.405  0.8726
C -7.909 5.766 21.284  -0.4417
C -7.487 6.344 22.501  -0.3350
C -9.325 5.782 20.953  -0.3263
C -10.296 6.027 21.894  -0.7795
C -11.671 6.009 21.559  0.5748
C -11.969 5.682 20.276  -0.8013
C -10.938 5.476 19.357  -0.7942
N -9.641 5.516 19.659  0.3680
C -12.695 6.196 22.708  1.7922
C -14.147 6.107 22.257  -1.8604
C -12.453 7.654 23.114  -1.4197
C -12.311 5.170 23.786  -1.5425
H -4.016 8.192 24.676  0.4957
H -4.868 8.754 23.308  0.3618
H -3.721 7.376 23.116  0.3592
H -6.008 7.827 25.946  0.4543
H -7.393 6.827 25.434  0.3670
H -7.102 8.392 24.700  0.3844
H -4.551 6.001 25.995  0.4049
H -4.030 5.218 24.559  0.3051
H -5.717 4.910 25.092  0.3857
H -4.212 5.691 22.133  0.6725
H -5.020 4.970 19.969  0.5048
H -8.118 6.961 23.113  0.7611
H -10.049 6.253 22.935  0.4084
H -13.019 5.567 20.030  0.4355
H -11.162 5.124 18.356  0.5959
H -14.464 7.007 21.798  0.3826
H -14.852 5.979 23.094  0.3697
H -14.335 5.249 21.599  0.4565
H -12.739 8.326 22.251  0.3604
H -11.395 7.887 23.352  0.3348
H -13.136 7.804 23.988  0.4101
H -12.209 4.165 23.371  0.3587
H -13.085 5.078 24.527  0.4733
H -11.425 5.433 24.354  0.3551

---

[3]
Below is a structure of composition C6H16ClLi2O2 in a non-equilibrium geometry, with properties calculated with the ωB97M-V functional and the def2-TZVPD basis.

Output
* DFT total energy: -863.850005 Ha
* charge: +1

Each line ends with the Mulliken charge.
Element x y z (Å)
Li 0.518 1.727 3.971  0.9142
Li 0.924 -1.587 1.958  0.8236
Cl -0.234 -0.192 3.127  -0.8954
C 2.735 -0.031 -0.429  -1.2099
C 2.164 -1.451 -0.508  0.6458
C 3.002 -2.306 -1.429  -1.5228
O 2.087 -2.125 0.753  -0.5779
H 3.821 -0.020 -0.320  0.3618
H 2.350 0.509 0.434  0.2709
H 2.458 0.462 -1.360  0.3611
H 1.122 -1.311 -0.808  0.2086
H 4.012 -2.267 -1.061  0.4670
H 2.993 -1.872 -2.412  0.3897
H 2.584 -3.315 -1.566  0.3845
H 2.872 -2.657 0.848  0.3186
C -3.170 1.672 1.045  -1.2510
C -2.604 0.934 -0.152  0.7155
C -3.128 1.464 -1.453  -1.3870
O -1.130 1.070 -0.171  -0.5209
H -2.972 2.764 0.985  0.3013
H -2.746 1.240 1.957  0.3166
H -4.249 1.607 1.132  0.3854
H -2.849 -0.130 -0.026  0.1615
H -4.182 1.325 -1.553  0.4042
H -2.540 1.019 -2.245  0.3311
H -2.943 2.554 -1.471  0.3310
H -0.893 0.916 0.753  0.2725

---

[4]
Below is a cluster of 11 separate species, C11H44N16O11 in total in a non-equilibrium geometry, with properties calculated with the ωB97M-V functional and the def2-TZVPD basis.

Output
* SMILES string: NC(N)=O.NC(N)=O.NC(N)=O.NC(N)=O.NC(N)=O.NC(N)=O.NC(N)=O.NC(N)=O.CO.CO.CO
* energy above the lowest of the compared OMol25 structures with the same formula, charge and spin: 445.0 kJ/mol
* charge: 0

Each line ends with the Mulliken charge.
Element x y z (Å)
C -2.903 13.449 -17.017  -0.6518
O -1.744 13.907 -16.451  0.0869
H -3.372 14.174 -17.682  0.1534
H -2.701 12.572 -17.631  0.2288
H -3.717 13.263 -16.317  0.2835
H -1.427 13.057 -16.137  -0.1571
C -6.876 12.613 -17.075  -0.2085
O -6.797 11.233 -17.248  -0.5454
H -7.582 13.169 -17.692  0.2576
H -7.103 12.769 -16.020  0.2915
H -5.863 13.006 -17.162  -0.1034
H -6.312 10.754 -16.572  0.4033
C -0.524 11.561 -20.106  0.1353
O 0.657 11.412 -19.362  -0.5259
H -1.370 11.160 -19.548  -0.3435
H -0.647 12.643 -20.153  0.1150
H -0.396 11.154 -21.109  0.2997
H 1.156 12.228 -19.442  0.3136
C 0.229 11.174 -15.303  0.7094
O -0.936 11.012 -15.627  -0.8651
N 0.699 11.582 -14.159  -0.3616
N 1.197 10.989 -16.210  -0.5405
H 0.081 11.775 -13.384  0.2294
H 1.705 11.659 -14.106  0.1782
H 0.807 10.822 -17.127  0.2238
H 1.955 11.653 -16.149  0.2620
C -6.556 17.022 -14.900  0.6545
O -6.655 17.861 -15.707  -0.7330
N -7.154 17.036 -13.786  -0.4249
N -5.759 15.993 -14.990  -0.1079
H -6.581 16.753 -13.004  0.1775
H -7.882 17.727 -13.676  0.2542
H -5.605 15.556 -14.093  0.1958
H -5.153 15.732 -15.755  -0.0062
C -4.308 9.474 -15.201  0.6236
O -5.453 9.618 -15.559  -0.8247
N -3.898 9.068 -14.041  -0.3677
N -3.376 9.768 -16.074  -0.0969
H -2.924 8.912 -13.823  0.1608
H -4.581 8.665 -13.415  0.2444
H -2.425 9.974 -15.803  0.3003
H -3.665 9.871 -17.036  0.0365
C -4.700 9.099 -20.172  0.6224
O -5.919 9.314 -20.057  -0.6228
N -4.104 7.940 -20.360  -0.3834
N -3.797 10.050 -19.906  -0.1832
H -4.669 7.116 -20.510  0.2191
H -3.107 7.828 -20.245  0.1495
H -2.810 9.835 -19.888  0.1102
H -3.984 11.041 -19.854  0.0941
C -1.349 16.247 -13.407  0.7931
O -0.430 15.423 -13.200  -0.7218
N -2.329 16.505 -12.526  -0.3925
N -1.476 16.703 -14.626  -0.0883
H -3.081 17.129 -12.781  0.1571
H -2.340 16.097 -11.602  0.2158
H -2.322 17.188 -14.888  0.1829
H -0.733 16.453 -15.264  -0.0155
C -7.030 16.154 -18.901  0.6005
O -7.205 15.466 -19.889  -0.7212
N -5.948 16.185 -18.121  -0.1523
N -7.974 16.749 -18.334  -0.3545
H -5.060 15.821 -18.437  -0.2705
H -5.913 16.802 -17.322  0.4064
H -8.921 16.597 -18.651  0.2299
H -7.850 17.330 -17.517  0.2274
C 1.705 15.541 -16.908  0.3884
O 2.745 15.793 -17.407  -0.7220
N 1.437 15.716 -15.665  -0.1838
N 0.725 15.096 -17.622  -0.1870
H 2.139 16.198 -15.122  0.1892
H 0.669 15.222 -15.234  -0.0017
H -0.049 14.595 -17.212  0.1384
H 0.811 15.106 -18.629  0.1169
C -2.447 16.853 -18.503  0.4513
O -2.167 17.318 -17.409  -0.6856
N -1.788 15.786 -18.976  -0.1498
N -3.311 17.319 -19.316  -0.3411
H -1.165 15.443 -18.259  0.2137
H -1.601 15.750 -19.968  0.2339
H -3.535 16.822 -20.167  0.2142
H -3.945 18.067 -19.073  0.2677

---

[5]
Below is a structure of composition BFH3MgS in a non-equilibrium geometry, with properties calculated with the ωB97M-V functional and the def2-TZVPD basis.

Output
* DFT total energy: -724.470431 Ha
* charge: +1

Each line ends with the Mulliken charge.
Element x y z (Å)
F -0.123 0.413 -1.114  -0.4258
B 0.145 -0.439 0.078  0.3297
S 0.221 0.530 1.711  -0.2594
H 1.174 -1.039 -0.036  -0.0438
H -0.765 -1.200 0.194  -0.1673
H 0.662 1.846 1.501  0.1561
Mg -1.314 -0.112 -2.334  1.4106

---

[6]
Below is a cluster of 2 separate species, C6H8N2O2 in total, with properties calculated with the ωB97M-V functional and the def2-TZVPD basis.

Output
* SMILES string: [H]/N=C(\C#N)C(C)=O.C=CO
* energy above the lowest of the compared OMol25 structures with the same formula, charge and spin: 272.4 kJ/mol
* charge: 0

Each line ends with the Mulliken charge.
Element x y z (Å)
C 0.846 -1.712 1.667  -0.1006
C 1.305 -0.483 1.840  -0.7183
C -0.457 1.975 -2.164  -1.2695
C 0.221 1.064 -1.184  0.5907
C -0.770 0.485 -0.189  0.5844
O 1.332 -2.535 0.702  -0.4859
N -1.343 1.251 0.634  -0.6406
C -1.052 -0.907 -0.364  0.3929
O 1.388 0.816 -1.163  -0.4786
N -1.381 -1.989 -0.543  -0.4830
H 0.740 -3.287 0.562  0.3749
H 0.066 -2.123 2.302  0.3232
H -2.007 0.809 1.266  0.2844
H 2.076 -0.092 1.199  0.2718
H 0.940 0.142 2.630  0.3106
H 0.274 2.446 -2.818  0.3291
H -1.005 2.731 -1.611  0.3720
H -1.174 1.410 -2.766  0.3424